Formula: C4H6O2
Source: the Open Molecules 2025 dataset
Level of theory: the ωB97M-V functional and the def2-TZVPD basis

```
12
Properties=species:S:1:pos:R:3:forces:R:3
C -1.113080 -0.200310 -0.473250 -0.372 -0.150 1.868
C 0.386837 -0.225267 -0.525881 0.095 0.635 0.431
C 0.328860 1.276317 -0.174258 1.358 0.659 -0.637
O 0.809101 1.688516 0.829746 1.208 0.950 1.558
C 0.980785 -0.976139 0.671558 -0.041 0.097 0.082
O 0.348441 -1.253557 1.661538 0.101 0.153 -0.545
H -1.635986 -1.058515 -0.131686 -0.093 -1.088 0.030
H -0.993113 0.418126 1.065995 -1.738 -1.102 -4.003
H -1.522452 0.116131 -1.482599 -0.031 0.712 1.874
H 0.964333 -0.427124 -1.438747 -0.577 -0.121 0.012
H -0.226164 2.021787 -0.788481 0.114 -0.846 -0.535
H 2.046270 -1.261186 0.613256 -0.024 0.100 -0.134
```
Forces are in eV/Å.

ΔE to the lowest compared entry with this formula, charge and spin, eV: 4.918
Net charge: 0

Formula: C4H6O2
Source: the Open Molecules 2025 dataset
Level of theory: the ωB97M-V functional and the def2-TZVPD basis

```
12
Properties=species:S:1:pos:R:3:forces:R:3
C 0.872289 -0.215824 -0.972760 0.270 0.059 -0.191
C 0.201060 -0.630658 1.059891 0.048 0.029 0.013
O 0.090661 0.577754 1.535304 0.094 -0.184 0.040
C -0.906630 0.939138 0.499876 -0.222 0.197 -0.179
C -0.616931 -0.478139 -0.175357 0.020 0.170 0.162
O -1.391263 -1.206925 -0.825548 -0.014 -0.041 0.064
H 1.333252 -1.185160 -1.177864 -0.100 0.148 0.079
H 0.455255 0.177624 -1.904778 0.032 -0.089 0.199
H 1.600575 0.494992 -0.566245 -0.132 -0.120 -0.021
H 0.872452 -1.337864 1.548741 -0.053 0.004 -0.132
H -0.620709 1.874597 0.014049 -0.050 -0.160 0.046
H -1.890011 0.990464 0.964691 0.107 -0.013 -0.079
```
Forces are in eV/Å.

ΔE to the lowest compared entry with this formula, charge and spin, eV: 4.494
Net charge: 0

Formula: C4H6O2
Source: the Open Molecules 2025 dataset
Level of theory: the ωB97M-V functional and the def2-TZVPD basis

```
12
Properties=species:S:1:pos:R:3:forces:R:3
O -1.027668 -1.265926 -0.906570 -0.027 -0.136 0.200
C -1.103274 0.129346 -0.750404 -0.082 0.274 -0.139
C -0.024371 0.721207 0.171295 0.027 -0.031 -0.231
O -0.564002 0.702609 1.484762 0.071 0.009 0.291
C 1.201977 -0.092442 0.090896 0.462 -0.266 0.040
C 2.130032 -0.858989 0.062618 -0.334 0.338 -0.068
H -0.836357 -1.655507 -0.043395 -0.094 -0.014 -0.124
H -2.070836 0.428309 -0.326506 0.102 0.048 -0.061
H -1.010384 0.560800 -1.750770 0.023 -0.070 0.112
H 0.173248 1.762806 -0.123057 0.036 -0.228 -0.068
H 0.108593 1.032548 2.092813 -0.081 -0.105 -0.012
H 2.939458 -1.552877 -0.007113 -0.104 0.179 0.061
```
Forces are in eV/Å.

ΔE to the lowest compared entry with this formula, charge and spin, eV: 2.763
Structure (SMILES): C#C[C@H](O)CO
Net charge: 0

Formula: C4H6O2
Source: the Open Molecules 2025 dataset
Level of theory: the ωB97M-V functional and the def2-TZVPD basis

```
12
Properties=species:S:1:pos:R:3:forces:R:3
C 0.244442 -1.305213 1.134610 -0.065 0.023 -0.103
C 0.535614 0.109110 0.641299 0.505 0.090 0.097
O 1.568230 0.612938 1.026287 -0.231 0.023 -0.062
C -0.323444 0.944855 -0.334973 0.011 -0.042 0.052
C -0.508155 0.343873 -1.712229 -0.255 -0.064 -0.080
O -1.569031 0.266717 -2.281426 0.478 -0.011 0.291
H -0.460315 -1.900019 0.549992 -0.031 0.258 -0.031
H -0.103760 -1.261984 2.174850 -0.066 0.120 -0.255
H 1.214352 -1.814590 1.167927 -0.237 0.078 -0.063
H -1.305459 1.257303 0.038751 0.163 -0.341 0.165
H 0.288127 1.846858 -0.471008 -0.164 -0.093 -0.017
H 0.429628 0.015182 -2.207325 -0.108 -0.041 0.005
```
Forces are in eV/Å.

ΔE to the lowest compared entry with this formula, charge and spin, eV: 0.995
Structure (SMILES): CC(=O)CC=O
Net charge: 0

Formula: C4H6O2
Source: the Open Molecules 2025 dataset
Level of theory: the ωB97M-V functional and the def2-TZVPD basis

```
12
Properties=species:S:1:pos:R:3:forces:R:3
O 0.444598 1.934765 -0.733254 0.102 -0.106 -0.156
C 1.198389 0.857235 -0.648688 0.081 -0.073 0.361
C -1.238704 -1.303803 0.059724 -0.005 0.141 0.003
C -1.548716 -0.307930 0.880014 -0.052 -0.155 -0.005
C 1.784792 -0.032545 0.051955 -0.172 0.081 -0.118
O 2.784498 0.692395 -0.627658 0.097 0.137 -0.080
H 0.300924 2.188990 -1.657081 0.091 -0.108 0.110
H -1.408331 -2.346515 0.314167 -0.019 0.151 0.029
H -0.784587 -1.106705 -0.905422 -0.062 -0.067 0.033
H -1.995627 -0.499214 1.849282 0.013 0.023 -0.029
H -1.376890 0.732275 0.616208 -0.006 -0.170 0.020
H 1.839650 -0.808952 0.800758 -0.067 0.145 -0.167
```
Forces are in eV/Å.

ΔE to the lowest compared entry with this formula, charge and spin, eV: 5.892
Structure (SMILES): OC1=CO1.C=C
Net charge: 0

Formula: C4H6O2
Source: the Open Molecules 2025 dataset
Level of theory: the ωB97M-V functional and the def2-TZVPD basis

```
12
Properties=species:S:1:pos:R:3:forces:R:3
O -1.027562 -1.303539 1.437332 -0.792 -1.029 -1.104
C -1.244977 -1.357582 0.130206 0.032 0.366 -1.322
C -0.702836 -0.260697 -0.680064 0.150 0.244 -0.029
C 0.090218 0.811700 0.000055 -0.127 0.034 0.165
C 1.547708 0.746627 0.063071 0.261 -0.122 0.181
O 0.892213 1.602717 -0.862241 0.094 0.259 -0.144
H -1.559988 -2.144402 1.308177 0.363 0.030 2.390
H -1.583637 0.146609 -1.199944 0.139 0.013 -0.005
H -0.119878 -0.755171 -1.470660 -0.052 0.158 0.038
H -0.432827 1.369299 0.777430 0.109 -0.025 -0.104
H 2.074822 1.251832 0.870538 -0.070 -0.063 -0.112
H 2.066742 -0.107393 -0.373900 -0.106 0.135 0.045
```
Forces are in eV/Å.

ΔE to the lowest compared entry with this formula, charge and spin, eV: 4.921
Net charge: 0

Formula: C4H6O2
Source: the Open Molecules 2025 dataset
Level of theory: the ωB97M-V functional and the def2-TZVPD basis

```
12
Properties=species:S:1:pos:R:3:forces:R:3
C 2.368194 -1.539195 -0.128125 0.473 0.538 0.193
C 1.719244 -0.583370 0.204059 2.135 -1.206 -0.672
C -0.822778 0.589863 0.019200 -1.352 -0.320 -0.275
C -0.758193 -0.846705 0.456391 -0.627 -0.272 0.668
H 3.117437 -2.260960 -0.364291 -0.274 -0.091 -0.086
H 1.066145 0.171474 0.506563 0.829 1.068 0.148
H -1.745259 1.738562 -1.162791 0.087 -0.465 0.139
H 0.056277 -0.975331 1.184169 -1.345 -0.237 -0.042
H -1.715068 -1.182334 0.868808 0.019 0.258 -0.120
H -0.523326 -1.462766 -0.400820 -0.075 -0.170 -0.165
O -0.175753 1.497387 0.456519 0.271 0.615 0.387
O -1.736123 0.783587 -0.949118 -0.140 0.282 -0.176
```
Forces are in eV/Å.

ΔE to the lowest compared entry with this formula, charge and spin, eV: 2.898
Structure (SMILES): CC(=O)O.C#C
Net charge: 0

Formula: C4H6O2
Source: the Open Molecules 2025 dataset
Level of theory: the ωB97M-V functional and the def2-TZVPD basis

```
12
Properties=species:S:1:pos:R:3:forces:R:3
C -1.748919 0.568001 -0.366116 -0.282 0.218 0.298
C -1.755782 0.585836 0.953887 -0.330 0.024 0.703
O -1.805659 0.555868 2.113799 0.228 0.018 -1.000
C 1.632784 0.164133 0.429708 0.009 -0.324 -0.440
C 1.528241 -0.836095 -0.461029 0.220 0.422 0.428
O 0.410487 -1.331018 -1.043633 0.157 0.145 0.205
H -0.355906 -0.855781 -0.679459 -0.057 -0.043 -0.095
H -1.102517 1.236167 -0.924282 -0.100 -0.163 0.121
H -2.597909 0.067586 -0.818853 0.157 0.065 -0.091
H 0.802559 0.765891 0.772826 -0.108 -0.187 -0.019
H 2.592805 0.450578 0.839716 0.026 -0.195 -0.211
H 2.399817 -1.371166 -0.816562 0.079 0.020 0.100
```
Forces are in eV/Å.

ΔE to the lowest compared entry with this formula, charge and spin, eV: 2.206
Structure (SMILES): C=C=O.C=CO
Net charge: 0

Formula: C4H6O2
Source: the Open Molecules 2025 dataset
Level of theory: the ωB97M-V functional and the def2-TZVPD basis

```
12
Properties=species:S:1:pos:R:3:forces:R:3
O -0.884191 1.058124 -1.276891 -0.099 -0.475 -1.151
C 0.059500 1.051749 -0.258421 -0.047 -0.271 1.150
C -0.248958 0.109958 0.852957 1.071 0.326 2.507
C -0.064451 -1.264592 0.274306 -0.785 -0.284 -0.020
O 1.029651 -1.004276 -0.647415 0.241 1.241 0.682
C 1.301094 0.288838 -0.623441 1.878 -0.299 -2.784
H -0.415594 0.766949 -2.075689 -0.416 0.208 -0.100
H 0.261515 2.078561 0.047275 0.190 -0.162 0.192
H -1.099283 0.302101 1.484735 -0.496 -0.068 0.013
H 0.295768 -2.015841 0.979526 -0.075 0.128 -0.100
H -0.931764 -1.643289 -0.259841 -0.059 -0.045 -0.097
H 0.696709 0.271719 1.502895 -1.404 -0.296 -0.293
```
Forces are in eV/Å.

ΔE to the lowest compared entry with this formula, charge and spin, eV: 4.033
Net charge: 0